#P
Entry from OMol25: C4H7O2P as an isolated structure (wB97M-V/def2-TZVPD).

Geometry as ORCA input:
```
! RIJCOSX wB97M-V def2-TZVPD def2/J DEFGRID3
* xyz 0 1
C -0.249 1.490 -0.710
C -0.458 0.470 -1.480
C 0.158 1.048 0.756
C 0.597 -0.415 0.719
O -1.230 -2.061 -0.450
O 0.263 -1.126 1.934
P -0.122 -1.134 -0.790
H -0.520 2.552 -0.911
H -0.756 0.430 -2.560
H 0.883 1.731 1.030
H -0.837 1.069 1.358
H 1.933 -0.511 0.886
H -0.460 -1.815 1.932
H 0.799 -1.728 -1.713
*
```

Calculated values
Orbital gap ... 10.865 eV
E_HOMO ... -10.321 eV


#Q
Entry from OMol25: C4H7O2P in the gas phase (wB97M-V/def2-TZVPD).

Geometry as ORCA input:
```
! RIJCOSX wB97M-V def2-TZVPD def2/J DEFGRID3
* xyz 0 1
C -0.687 -0.056 0.932
C -1.231 1.111 0.623
C 0.465 -0.813 0.278
C 0.931 -0.426 -1.102
O -1.663 2.109 -1.910
O 0.624 -1.122 -2.172
P -0.546 1.757 -0.982
H -1.089 -0.698 1.875
H -2.024 1.706 0.984
H 1.444 -0.885 0.909
H 0.004 -1.904 0.423
H 1.880 0.147 -0.992
H 0.042 -1.810 -1.794
H 0.442 2.902 -0.734
*
```

Calculated values
Orbital gap (alpha / beta) ... 8.058 / 8.057 eV
E_HOMO (alpha / beta) ... -7.787 / -7.787 eV


Taking the most stable structure as the zero point, the relative energies in kcal/mol are #P 0.0; #Q 41.3.


#P
Entry from OMol25: a 2-piece molecular cluster, CH7N2O overall (wB97M-V/def2-TZVPD).

Geometry as ORCA input:
```
! RIJCOSX wB97M-V def2-TZVPD def2/J DEFGRID3
* xyz 1 1
O -0.176 -1.537 1.276
H 0.701 -0.078 0.686
H -1.102 -1.450 1.018
H -0.151 -2.155 2.020
N 0.918 0.701 0.032
C -0.109 0.672 -1.066
N -1.276 0.485 -0.735
H 1.879 0.648 -0.304
H 0.881 1.555 0.605
H 0.368 0.804 -2.033
H -1.932 0.356 -1.500
*
```

Calculated values
Orbital gap ... 12.403 eV
E_HOMO ... -16.194 eV


#Q
Entry from OMol25: a 2-piece molecular cluster, CH7N2O overall (wB97M-V/def2-TZVPD).

Geometry as ORCA input:
```
! RIJCOSX wB97M-V def2-TZVPD def2/J DEFGRID3
* xyz 1 1
N 0.205 0.151 -1.760
C -0.940 0.344 -1.029
N -0.859 1.018 0.191
H 1.200 0.404 -1.377
H 0.130 -0.159 -2.661
H -1.856 0.240 -1.440
H -1.578 1.019 0.888
H 0.088 1.101 0.660
H 1.567 -0.736 2.350
H 1.056 -2.109 2.363
O 0.988 -1.274 1.816
*
```

Calculated values
Orbital gap ... 10.786 eV
E_HOMO ... -15.343 eV


Taking the most stable structure as the zero point, the relative energies in kcal/mol are #P 2.7; #Q 0.0.


#P
Entry from OMol25: C4H10O2 in the gas phase (wB97M-V/def2-TZVPD).

Geometry as ORCA input:
```
! RIJCOSX wB97M-V def2-TZVPD def2/J DEFGRID3
* xyz 0 1
C 2.408 -0.648 -0.430
O 1.403 -0.085 0.376
C 0.257 0.315 -0.348
C -0.896 0.364 0.647
C -2.235 0.555 -0.040
O -0.957 -0.860 1.349
H 2.009 -1.476 -1.035
H 2.855 0.096 -1.106
H 3.180 -1.033 0.239
H 0.032 -0.424 -1.134
H 0.416 1.295 -0.827
H -0.708 1.197 1.346
H -3.034 0.546 0.707
H -2.412 -0.274 -0.734
H -2.279 1.500 -0.593
H -0.039 -1.066 1.583
*
```

Calculated values
Structure (SMILES) ... COC[C@@H](C)O
Orbital gap ... 11.125 eV
E_HOMO ... -10.123 eV


#Q
Entry from OMol25: a 2-piece molecular cluster, C4H10O2 overall (wB97M-V/def2-TZVPD).

Geometry as ORCA input:
```
! RIJCOSX wB97M-V def2-TZVPD def2/J DEFGRID3
* xyz 0 1
C 2.146 0.935 -0.272
C 1.606 -0.477 -0.454
C 0.104 -0.448 -0.771
C -0.649 -1.457 0.046
O -1.638 -1.177 0.678
H 3.230 0.971 -0.179
H 1.858 1.531 -1.134
H 1.726 1.390 0.625
H 2.169 -0.993 -1.226
H 1.739 -1.054 0.463
H -0.318 0.499 -0.427
H -0.113 -0.499 -1.839
H -0.256 -2.497 0.085
O -1.639 1.952 0.561
H -1.994 1.069 0.751
H -2.037 2.489 1.257
*
```

Calculated values
Structure (SMILES) ... CCCC=O.O
Orbital gap ... 11.030 eV
E_HOMO ... -10.020 eV


#R
Entry from OMol25: C4H10O2 in the gas phase (wB97M-V/def2-TZVPD).

Geometry as ORCA input:
```
! RIJCOSX wB97M-V def2-TZVPD def2/J DEFGRID3
* xyz 0 1
C 0.418 -1.468 -1.624
C 1.148 -0.668 -0.545
C 0.788 0.763 -0.284
O -0.863 0.617 0.247
C -0.595 1.051 1.617
O -1.796 1.313 2.236
H 0.885 -2.449 -1.777
H -0.630 -1.634 -1.348
H 0.435 -0.929 -2.579
H 1.156 -1.244 0.395
H 2.210 -0.556 -0.812
H 0.550 1.272 -1.231
H -1.410 1.288 -0.198
H 0.026 1.947 1.629
H -0.027 0.208 2.026
H -2.295 0.488 2.247
*
```

Calculated values
Orbital gap ... 7.755 eV
E_HOMO ... -7.222 eV


Taking the most stable structure as the zero point, the relative energies in kcal/mol are #P 5.0; #Q 0.0; #R 90.3.


#P
Entry from OMol25: C4H7N in the gas phase (wB97M-V/def2-TZVPD).

Geometry as ORCA input:
```
! RIJCOSX wB97M-V def2-TZVPD def2/J DEFGRID3
* xyz 0 1
C -1.708 0.782 1.803
C -1.212 0.470 0.755
C -0.780 -0.094 -0.512
C 0.632 -0.675 -0.431
N 1.636 0.411 -0.244
H -2.123 1.325 2.608
H -0.858 0.545 -1.408
H -1.443 -0.917 -0.671
H 0.527 -1.343 0.456
H 0.864 -1.253 -1.379
H 2.464 -0.128 0.223
H 2.002 0.876 -1.201
*
```

Calculated values
Structure (SMILES) ... C#CCCN
Orbital gap ... 10.412 eV
E_HOMO ... -9.414 eV


#Q
Entry from OMol25: C4H7N in the gas phase (wB97M-V/def2-TZVPD).

Geometry as ORCA input:
```
! RIJCOSX wB97M-V def2-TZVPD def2/J DEFGRID3
* xyz 0 1
C -1.039 -0.287 0.883
C 0.444 0.068 0.591
C 0.972 0.081 -0.992
C 1.496 -0.866 1.338
N 2.204 -1.621 1.950
H -1.392 0.471 1.563
H -1.131 -1.244 1.275
H -1.607 -0.282 -0.118
H 0.546 1.090 0.840
H 1.882 0.617 -1.111
H 0.206 0.361 -1.687
H 1.297 -0.983 -1.308
*
```

Calculated values
Structure (SMILES) ... CC(C)C#N
Orbital gap ... 12.166 eV
E_HOMO ... -11.280 eV


#R
Entry from OMol25: C4H7N in the gas phase (wB97M-V/def2-TZVPD).

Geometry as ORCA input:
```
! RIJCOSX wB97M-V def2-TZVPD def2/J DEFGRID3
* xyz 0 1
C 0.352 1.703 1.664
C 0.520 0.284 1.104
C 0.413 -0.118 -0.243
N -0.534 -0.971 -0.674
C -0.830 -1.107 -1.899
H -0.733 0.714 1.113
H 0.803 1.541 2.636
H 1.118 2.316 1.178
H 0.228 -0.681 1.584
H 1.027 0.324 -1.054
H -0.256 -0.546 -2.641
H -1.540 -1.877 -2.167
*
```

Calculated values
Orbital gap ... 7.079 eV
E_HOMO ... -7.465 eV


#S
Entry from OMol25: C4H7N in the gas phase (wB97M-V/def2-TZVPD).

Geometry as ORCA input:
```
! RIJCOSX wB97M-V def2-TZVPD def2/J DEFGRID3
* xyz 0 1
C -0.845 -0.167 -1.696
N 0.210 -0.249 -0.998
C 0.124 0.065 0.360
C -0.393 1.219 0.809
C 0.916 -0.805 1.317
H -0.837 -0.045 -2.773
H -1.827 -0.231 -1.223
H -0.889 1.824 0.055
H -0.075 1.672 1.733
H 1.241 -0.278 2.208
H 0.191 -1.564 1.620
H 1.753 -1.304 0.839
*
```

Calculated values
Structure (SMILES) ... C=NC(=C)C
Orbital gap ... 9.739 eV
E_HOMO ... -8.850 eV


Taking the most stable structure as the zero point, the relative energies in kcal/mol are #P 32.0; #Q 0.0; #R 124.8; #S 8.1.


#P
Entry from OMol25: C2H5ClS in the gas phase (wB97M-V/def2-TZVPD).

Geometry as ORCA input:
```
! RIJCOSX wB97M-V def2-TZVPD def2/J DEFGRID3
* xyz 0 1
C -0.654 -0.648 -0.261
C -0.203 0.722 0.223
S 1.497 1.232 -0.207
Cl 2.717 -0.658 0.122
H -0.175 -0.940 -1.139
H -0.360 -1.443 0.319
H -1.652 -0.670 -0.297
H -0.295 0.783 1.385
H -0.874 1.622 -0.145
*
```

Calculated values
Structure (SMILES) ... CCSCl
Orbital gap ... 8.281 eV
E_HOMO ... -9.296 eV


#Q
Entry from OMol25: a 2-piece molecular cluster, C2H5ClS overall (wB97M-V/def2-TZVPD).

Geometry as ORCA input:
```
! RIJCOSX wB97M-V def2-TZVPD def2/J DEFGRID3
* xyz 0 1
C 0.006 0.829 -0.542
C 0.496 1.009 0.803
S -0.212 0.416 2.097
H -0.672 -0.103 -0.640
H -0.641 1.639 -0.802
H 0.862 0.649 -1.263
H 1.486 1.558 0.852
Cl -1.218 -2.798 0.061
H -0.108 -3.200 -0.566
*
```

Calculated values
Structure (SMILES) ... CC=S.Cl
Orbital gap ... 8.663 eV
E_HOMO ... -8.610 eV


Taking the most stable structure as the zero point, the relative energies in kcal/mol are #P 3.0; #Q 0.0.


#P
Entry from OMol25: a 2-piece molecular cluster, C2H10NO overall (wB97M-V/def2-TZVPD).

Geometry as ORCA input:
```
! RIJCOSX wB97M-V def2-TZVPD def2/J DEFGRID3
* xyz 1 1
O -0.194 0.662 -2.040
H -0.752 1.406 -2.286
H 0.468 0.688 -0.559
H 0.277 0.347 -2.815
C -0.403 -1.480 0.619
C 0.358 -0.350 1.341
N 0.279 0.904 0.490
H -0.997 -2.076 1.322
H 0.256 -2.251 0.235
H -1.179 -1.056 -0.007
H 1.415 -0.560 1.458
H 0.034 -0.026 2.325
H 1.012 1.562 0.761
H -0.648 1.322 0.427
*
```

Calculated values
Orbital gap ... 13.084 eV
E_HOMO ... -16.563 eV


#Q
Entry from OMol25: a 3-piece molecular cluster, C2H10NO overall (wB97M-V/def2-TZVPD).

Geometry as ORCA input:
```
! RIJCOSX wB97M-V def2-TZVPD def2/J DEFGRID3
* xyz 1 1
C -1.841 -1.853 0.746
N -2.019 -1.395 -0.599
C 2.635 1.919 -0.142
H -1.160 -2.692 0.924
H -2.882 -1.748 1.234
H -1.248 -1.022 1.285
H 3.504 1.382 -0.494
H -1.361 -0.599 -0.872
H 2.930 2.708 0.591
H 2.134 2.400 -0.996
H 1.872 1.242 0.268
H -1.637 -2.146 -1.194
H -0.701 1.330 -0.418
O -0.228 0.475 -0.332
*
```

Calculated values
Orbital gap ... 5.365 eV
E_HOMO ... -16.228 eV


Taking the most stable structure as the zero point, the relative energies in kcal/mol are #P 0.0; #Q 189.0.


#P
Entry from OMol25: a 2-piece molecular cluster, C2H10NO overall (wB97M-V/def2-TZVPD).

Geometry as ORCA input:
```
! RIJCOSX wB97M-V def2-TZVPD def2/J DEFGRID3
* xyz 1 1
N -1.879 -1.412 1.008
H -2.662 -0.902 1.422
H -1.046 -0.748 0.952
H -2.011 -1.734 0.050
H -1.790 -2.205 1.647
C 0.291 0.810 -0.624
O 0.112 0.360 0.755
C 1.766 0.891 -0.971
H -0.114 1.806 -0.774
H -0.130 0.066 -1.336
H 1.010 0.260 1.088
H 2.257 -0.093 -0.864
H 2.313 1.623 -0.356
H 1.884 1.278 -1.995
*
```

Calculated values
Orbital gap ... 11.546 eV
E_HOMO ... -15.342 eV


#Q
Entry from OMol25: a 3-piece molecular cluster, C2H10NO overall (wB97M-V/def2-TZVPD).

Geometry as ORCA input:
```
! RIJCOSX wB97M-V def2-TZVPD def2/J DEFGRID3
* xyz 1 1
C -2.103 0.781 0.244
N -1.871 -0.413 -0.499
C 3.153 0.231 -0.207
H -2.043 0.531 1.303
H -1.315 1.531 0.039
H -3.084 1.230 0.072
H 4.103 -0.254 -0.004
H -0.928 -0.831 -0.224
H 3.047 1.115 0.417
H 2.303 -0.475 -0.023
H 3.123 0.515 -1.257
H -1.839 -0.217 -1.508
H 0.490 -1.364 1.052
O 0.410 -0.609 0.429
*
```

Calculated values
Orbital gap ... 5.546 eV
E_HOMO ... -16.019 eV


#R
Entry from OMol25: a 2-piece molecular cluster, C2H10NO overall (wB97M-V/def2-TZVPD).

Geometry as ORCA input:
```
! RIJCOSX wB97M-V def2-TZVPD def2/J DEFGRID3
* xyz 1 1
N 1.698 -1.117 -1.479
H 2.659 -0.804 -1.592
H 0.999 -0.359 -0.976
H 1.270 -1.367 -2.370
H 1.721 -1.918 -0.849
C -0.324 0.595 0.924
O -0.019 0.474 -0.501
C -1.789 0.480 1.195
H 0.199 -0.249 1.389
H 0.109 1.523 1.288
H -0.087 1.333 -0.949
H -2.156 -0.518 0.992
H -1.923 0.688 2.261
H -2.356 1.239 0.667
*
```

Calculated values
Orbital gap ... 12.132 eV
E_HOMO ... -15.776 eV


Taking the most stable structure as the zero point, the relative energies in kcal/mol are #P 3.4; #Q 169.6; #R 0.0.